1.
{
  "formula": "C10H4N2O4Pr",
  "method": "ωB97M-V/def2-TZVPD",
  "elements": ["O", "C", "Pr", "O", "C", "C", "O", "C", "O", "N", "C", "C", "C", "C", "C", "N", "C", "H", "H", "H", "H"],
  "coordinates": [[1.64, 0.45, -2.43], [1.04, 0.29, -1.55], [-0.03, 0.08, -0.01], [2.47, -0.26, 1.62], [1.57, -0.17, 1.03], [-0.77, -1.53, -0.80], [-1.21, -2.39, -1.26], [-1.05, -0.29, 1.55], [-1.64, -0.45, 2.43], [0.92, 5.95, -3.39], [0.48, 5.32, -2.51], [-0.07, 4.54, -1.44], [-0.91, 5.13, -0.50], [-1.44, 4.36, 0.53], [-1.13, 3.00, 0.60], [-0.31, 2.42, -0.32], [0.22, 3.17, -1.33], [-1.16, 6.19, -0.56], [-2.11, 4.81, 1.26], [-1.56, 2.40, 1.40], [0.87, 2.73, -2.08]],
  "multiplicity": 3,
  "gap_ev": [3.4, 3.6],
  "total_charge": 3,
  "e_lumo_ha": [-0.614, -0.609],
  "de_lowest_kcal_mol": 394.8,
  "max_force_ev_per_a": 14.0,
  "energy_ev": -35622.446,
  "e_homo_ev": [-20.147, -20.137],
  "s2": 2.041
}

=====

2.
{
  "formula": "C29H37FeN5S",
  "method": "ωB97M-V/def2-TZVPD",
  "elements": ["Fe", "N", "N", "C", "C", "C", "C", "H", "H", "H", "C", "C", "H", "H", "H", "C", "C", "H", "H", "H", "C", "H", "H", "H", "C", "H", "H", "H", "C", "H", "C", "H", "C", "H", "C", "H", "C", "C", "H", "C", "C", "H", "C", "H", "N", "C", "C", "C", "H", "C", "C", "H", "H", "H", "C", "H", "C", "C", "H", "H", "H", "C", "H", "H", "H", "N", "C", "N", "S", "H", "H", "H", "H"],
  "coordinates": [[-0.37, 0.19, -0.26], [-2.22, 3.17, 2.49], [-2.86, -0.16, -2.71], [1.32, -1.21, 0.08], [0.20, -1.54, 0.92], [0.04, -0.46, 1.86], [-0.81, -0.47, 3.10], [-1.56, -1.27, 3.04], [-1.35, 0.51, 3.17], [-0.19, -0.62, 4.00], [1.02, 0.54, 1.55], [1.15, 1.81, 2.33], [1.60, 1.61, 3.32], [0.14, 2.24, 2.50], [1.76, 2.55, 1.81], [1.81, 0.09, 0.47], [3.10, 0.68, 0.04], [3.04, 1.78, -0.07], [3.43, 0.27, -0.92], [3.88, 0.46, 0.78], [-0.52, -2.84, 0.97], [-0.08, -3.55, 1.69], [-0.51, -3.32, -0.02], [-1.57, -2.67, 1.26], [2.13, -2.18, -0.69], [2.66, -1.69, -1.51], [1.50, -2.97, -1.12], [2.90, -2.68, -0.07], [-2.89, 4.32, 2.44], [-2.95, 4.83, 3.41], [-3.47, 4.79, 1.25], [-4.00, 5.73, 1.35], [-3.44, 4.05, 0.06], [-3.92, 4.45, -0.87], [-2.87, 2.78, 0.10], [-2.83, 2.12, -0.81], [-2.20, 2.37, 1.37], [-1.46, 1.11, 1.47], [-2.17, 0.27, 1.04], [-1.61, -0.43, -2.29], [-3.49, -1.34, -2.92], [-4.55, -1.50, -2.80], [-2.53, -2.32, -3.26], [-2.61, -3.28, -3.66], [-1.29, -1.74, -2.97], [-0.04, -2.42, -3.20], [-0.04, -3.85, -3.26], [0.96, -4.54, -3.96], [0.91, -5.65, -4.08], [2.06, -3.91, -4.53], [3.16, -4.71, -5.23], [4.15, -4.24, -5.12], [2.96, -4.81, -6.32], [3.20, -5.73, -4.81], [2.09, -2.50, -4.47], [2.93, -1.97, -4.97], [1.07, -1.77, -3.86], [1.11, -0.30, -3.93], [0.14, 0.13, -4.13], [1.79, 0.02, -4.73], [1.50, 0.13, -3.01], [-1.05, -4.72, -2.61], [-2.03, -4.73, -3.10], [-1.19, -4.48, -1.55], [-0.75, -5.79, -2.67], [2.03, 3.46, -1.31], [0.80, 3.11, -0.85], [0.35, 3.82, 0.20], [-0.05, 1.84, -1.65], [2.41, 4.39, -1.07], [2.29, 3.08, -2.19], [-0.56, 3.61, 0.63], [0.79, 4.67, 0.50]],
  "multiplicity": 6,
  "gap_ev": [4.8, 5.8],
  "total_charge": -1,
  "e_lumo_ha": [0.088, 0.088],
  "max_force_ev_per_a": 6.4,
  "energy_ev": -83340.505,
  "e_homo_ev": [-2.447, -3.432],
  "s2": 8.799
}

=====

3.
{
  "formula": "C52H47AsF6N5OP2SSc",
  "method": "ωB97M-V/def2-TZVPD",
  "elements": ["Sc", "O", "S", "C", "C", "C", "C", "C", "C", "C", "C", "C", "C", "P", "C", "C", "C", "C", "C", "C", "C", "C", "C", "C", "C", "C", "C", "C", "C", "C", "C", "C", "C", "C", "C", "C", "C", "C", "P", "C", "C", "C", "C", "C", "C", "C", "C", "C", "C", "C", "C", "C", "C", "H", "H", "H", "H", "H", "H", "H", "H", "H", "H", "H", "H", "H", "H", "H", "H", "H", "H", "H", "H", "H", "H", "H", "H", "H", "H", "H", "H", "H", "H", "H", "H", "H", "H", "H", "H", "C", "N", "C", "C", "N", "N", "C", "N", "N", "H", "H", "H", "H", "H", "H", "H", "H", "H", "H", "H", "F", "As", "F", "F", "F", "F", "F"],
  "coordinates": [[1.77, 0.77, -0.18], [0.29, -0.44, -0.78], [-0.46, -1.57, -0.06], [-0.90, -2.83, -1.24], [-2.15, -2.78, -1.82], [-2.76, -3.89, -2.43], [-2.10, -5.09, -2.37], [-2.53, -6.48, -2.80], [-1.35, -7.40, -2.39], [-0.31, -6.48, -1.81], [0.93, -6.73, -1.29], [1.69, -5.63, -0.87], [1.23, -4.32, -0.89], [2.52, -3.10, -0.69], [2.31, -2.06, -2.19], [1.97, -2.94, -3.24], [1.65, -2.47, -4.51], [1.68, -1.12, -4.78], [2.13, -0.25, -3.79], [2.47, -0.69, -2.53], [2.59, -2.79, 1.09], [3.82, -2.44, 1.66], [3.98, -2.45, 3.03], [2.93, -2.85, 3.85], [1.73, -3.28, 3.28], [1.56, -3.28, 1.91], [-0.12, -4.04, -1.30], [-0.81, -5.15, -1.81], [-2.09, -1.02, 0.47], [-2.64, -2.09, 1.15], [-3.93, -2.11, 1.68], [-4.68, -0.98, 1.51], [-6.12, -0.71, 1.89], [-6.36, 0.77, 1.50], [-5.06, 1.20, 0.85], [-4.72, 2.39, 0.30], [-3.40, 2.54, -0.17], [-2.43, 1.54, -0.15], [-0.77, 2.19, -0.64], [-1.06, 2.97, -2.27], [-0.24, 4.01, -2.71], [-0.46, 4.60, -3.95], [-1.48, 4.15, -4.77], [-2.26, 3.07, -4.37], [-2.05, 2.48, -3.13], [-0.68, 3.53, 0.61], [-0.57, 4.85, 0.50], [-0.28, 5.69, 1.68], [-0.12, 5.21, 2.91], [-0.34, 3.75, 3.21], [-0.43, 2.90, 1.95], [-2.79, 0.24, 0.36], [-4.11, 0.15, 0.88], [-2.72, -1.86, -1.76], [-3.74, -3.79, -2.88], [-2.72, -6.51, -3.87], [-3.47, -6.76, -2.32], [-0.96, -7.95, -3.25], [-1.65, -8.16, -1.67], [1.34, -7.73, -1.24], [2.72, -5.81, -0.55], [1.96, -4.00, -3.08], [1.40, -3.18, -5.29], [1.41, -0.74, -5.76], [2.24, 0.80, -4.02], [2.97, 0.06, -1.93], [4.66, -2.22, 1.04], [4.94, -2.19, 3.46], [3.06, -2.89, 4.92], [0.93, -3.67, 3.91], [0.66, -3.70, 1.49], [-2.04, -3.00, 1.25], [-4.30, -2.99, 2.19], [-6.31, -0.91, 2.94], [-6.78, -1.38, 1.33], [-6.58, 1.38, 2.37], [-7.20, 0.88, 0.81], [-5.42, 3.22, 0.23], [-3.12, 3.50, -0.57], [0.56, 4.37, -2.08], [0.17, 5.43, -4.27], [-1.65, 4.62, -5.73], [-3.04, 2.70, -5.02], [-2.68, 1.65, -2.82], [-0.70, 5.35, -0.46], [-0.23, 6.76, 1.53], [0.04, 5.88, 3.75], [-1.15, 3.66, 3.92], [-1.10, 2.04, 2.07], [1.98, 3.69, 4.39], [0.87, 2.96, 3.71], [0.47, 1.79, 4.52], [1.04, 2.40, 2.06], [1.33, 1.08, 1.86], [2.04, 3.33, 1.55], [2.42, 3.60, 0.27], [3.04, 4.78, 0.09], [2.17, 2.78, -0.73], [1.72, 3.87, 5.43], [2.16, 4.66, 3.93], [2.88, 3.07, 4.36], [0.35, 2.08, 5.56], [1.25, 1.03, 4.45], [-0.47, 1.38, 4.16], [0.59, 0.50, 2.23], [2.44, 3.94, 2.23], [3.35, 5.32, 0.88], [3.58, 4.92, -0.74], [2.53, 3.13, -1.59], [3.60, 0.29, 0.09], [5.64, 1.11, 0.36], [4.88, 2.62, 0.29], [5.13, 0.97, 1.96], [7.17, 1.74, 0.60], [6.15, -0.51, 0.37], [5.53, 1.03, -1.32]],
  "multiplicity": 2,
  "gap_ev": [7.5, 5.1],
  "total_charge": 3,
  "e_lumo_ha": [-0.268, -0.358],
  "max_force_ev_per_a": 1.1,
  "energy_ev": -191423.209,
  "e_homo_ev": [-14.793, -14.817],
  "s2": 0.764
}

=====

4.
{
  "formula": "C6H13N",
  "method": "ωB97M-V/def2-TZVPD",
  "elements": ["C", "C", "C", "C", "N", "C", "C", "H", "H", "H", "H", "H", "H", "H", "H", "H", "H", "H", "H", "H"],
  "coordinates": [[-0.78, -0.80, 2.05], [-0.88, 0.25, 0.92], [0.46, 0.45, 0.19], [0.48, 1.57, -0.58], [-0.61, 2.35, -1.03], [1.32, -0.68, -0.20], [0.73, -1.39, -1.47], [-0.38, -1.76, 1.74], [-0.46, -0.42, 3.02], [-1.83, -1.06, 2.26], [-1.59, -0.15, 0.17], [-1.29, 1.20, 1.23], [1.30, 1.60, -1.30], [-0.57, 3.32, -1.28], [-1.36, 2.19, -0.38], [2.34, -0.46, -0.50], [1.38, -1.44, 0.59], [1.32, -1.05, -2.32], [-0.33, -1.24, -1.73], [0.76, -2.48, -1.38]],
  "gap_ev": 8.8,
  "e_lumo_ha": 0.040,
  "de_lowest_kcal_mol": 30.1,
  "max_force_ev_per_a": 3.4,
  "energy_ev": -7921.527,
  "e_homo_ev": -7.711,
  "smiles": "CCC(=CN)CC"
}

=====

5.
{
  "formula": "C27H60F2N4NaO4S2",
  "method": "ωB97M-V/def2-TZVPD",
  "elements": ["Na", "C", "C", "C", "N", "C", "C", "C", "C", "C", "C", "H", "H", "H", "H", "H", "H", "H", "H", "H", "H", "H", "H", "H", "H", "H", "H", "H", "H", "H", "H", "C", "C", "C", "N", "C", "C", "C", "C", "C", "C", "H", "H", "H", "H", "H", "H", "H", "H", "H", "H", "H", "H", "H", "H", "H", "H", "H", "H", "H", "H", "C", "C", "C", "N", "C", "C", "C", "C", "C", "C", "H", "H", "H", "H", "H", "H", "H", "H", "H", "H", "H", "H", "H", "H", "H", "H", "H", "H", "H", "H", "N", "S", "O", "O", "F", "S", "O", "O", "F"],
  "coordinates": [[1.78, -22.41, 3.24], [-4.80, -16.79, 4.80], [-3.96, -16.58, 3.58], [-2.98, -17.72, 3.39], [-1.93, -17.66, 2.17], [-2.56, -17.05, 0.94], [-1.56, -17.07, -0.25], [-1.13, -18.51, -0.59], [-0.46, -19.10, 0.63], [-1.29, -19.03, 1.97], [-0.68, -16.72, 2.61], [-4.24, -16.75, 5.73], [-5.43, -17.68, 4.80], [-5.49, -15.96, 4.97], [-3.58, -15.56, 3.53], [-4.56, -16.51, 2.67], [-3.46, -18.67, 3.15], [-2.39, -17.99, 4.27], [-3.47, -17.60, 0.71], [-2.74, -16.00, 1.17], [-1.95, -16.53, -1.12], [-0.73, -16.39, -0.07], [-1.99, -19.12, -0.87], [-0.48, -18.46, -1.46], [-0.33, -20.18, 0.54], [0.49, -18.57, 0.74], [-2.09, -19.69, 1.65], [-0.83, -19.37, 2.89], [-0.37, -16.90, 3.64], [-1.05, -15.70, 2.70], [0.08, -16.62, 1.83], [5.09, -15.91, 4.21], [6.48, -16.32, 3.58], [6.49, -15.76, 2.12], [7.82, -15.68, 1.45], [8.97, -15.35, 2.33], [10.27, -14.96, 1.59], [10.06, -13.83, 0.53], [8.95, -14.20, -0.42], [7.66, -14.60, 0.33], [8.07, -17.04, 0.74], [5.12, -15.86, 5.30], [4.38, -16.70, 3.97], [4.84, -14.93, 3.79], [6.55, -17.41, 3.60], [7.28, -15.93, 4.20], [6.21, -14.72, 2.29], [5.80, -16.24, 1.43], [8.64, -14.39, 2.74], [9.08, -16.20, 3.00], [10.94, -14.54, 2.34], [10.72, -15.87, 1.19], [9.83, -12.91, 1.07], [11.00, -13.67, 0.02], [8.63, -13.36, -1.05], [9.11, -15.00, -1.13], [7.44, -13.65, 0.82], [6.83, -14.74, -0.37], [9.06, -16.95, 0.29], [7.30, -17.27, 0.01], [8.03, -17.77, 1.55], [8.94, -22.92, 5.48], [7.86, -23.03, 6.54], [6.42, -22.50, 6.10], [5.26, -22.83, 7.06], [5.57, -22.35, 8.52], [4.34, -22.46, 9.43], [3.19, -21.62, 8.83], [2.85, -22.19, 7.46], [4.02, -22.07, 6.53], [4.96, -24.43, 6.96], [8.98, -23.84, 4.90], [9.89, -22.63, 5.92], [8.73, -22.08, 4.81], [8.22, -22.33, 7.29], [7.83, -24.01, 7.03], [6.15, -22.84, 5.10], [6.40, -21.41, 6.11], [5.93, -21.32, 8.50], [6.42, -22.94, 8.87], [4.54, -22.04, 10.41], [4.11, -23.51, 9.61], [3.36, -20.54, 8.77], [2.38, -21.69, 9.55], [1.97, -21.69, 7.06], [2.48, -23.21, 7.63], [4.42, -21.05, 6.56], [3.74, -22.44, 5.54], [4.65, -24.80, 7.94], [5.85, -24.95, 6.62], [4.15, -24.49, 6.23], [2.70, -20.36, 3.89], [4.23, -19.71, 3.46], [5.17, -19.44, 4.52], [4.32, -18.82, 2.30], [4.75, -21.05, 2.86], [2.24, -18.99, 4.42], [1.80, -18.04, 3.39], [2.85, -18.49, 5.67], [0.77, -19.52, 4.84]],
  "gap_ev": 9.3,
  "total_charge": 3,
  "e_lumo_ha": -0.297,
  "max_force_ev_per_a": 8.3,
  "energy_ev": -74619.274,
  "e_homo_ev": -17.416
}

=====

6.
{
  "formula": "C2H10NO3",
  "method": "ωB97M-V/def2-TZVPD",
  "elements": ["O", "C", "C", "N", "H", "H", "H", "H", "H", "H", "H", "H", "O", "H", "H", "O"],
  "coordinates": [[-0.19, 0.35, 2.54], [0.88, -0.10, 2.26], [1.42, -0.78, 1.00], [0.29, -0.88, 0.06], [1.70, -0.22, 2.99], [2.36, -0.39, 0.61], [1.84, -1.79, 1.28], [0.73, -0.91, -0.99], [-0.24, -1.75, 0.10], [-0.41, -0.08, 0.16], [2.25, -2.10, -2.62], [1.96, -0.77, -3.52], [1.75, -1.13, -2.60], [-5.04, 4.21, -0.39], [-4.95, 2.76, -0.30], [-4.38, 3.58, -0.57]],
  "gap_ev": 9.9,
  "total_charge": 1,
  "e_lumo_ha": -0.135,
  "de_lowest_kcal_mol": 45.4,
  "max_force_ev_per_a": 4.2,
  "energy_ev": -9860.658,
  "e_homo_ev": -13.540
}

=====

7.
{
  "formula": "C4H5NO2",
  "method": "ωB97M-V/def2-TZVPD",
  "elements": ["O", "C", "C", "O", "N", "C", "C", "H", "H", "H", "H", "H"],
  "coordinates": [[1.70, 1.37, -0.18], [1.71, 0.16, -0.17], [0.81, -0.70, 0.75], [1.35, -1.55, 1.41], [-0.59, -0.57, 0.70], [-1.05, -0.31, -0.70], [-1.27, 0.68, 0.35], [2.37, -0.42, -0.84], [-1.80, -1.01, -1.05], [-0.27, -0.05, -1.42], [-0.72, 1.61, 0.29], [-2.23, 0.78, 0.84]],
  "gap_ev": 9.8,
  "e_lumo_ha": 0.000,
  "de_lowest_kcal_mol": 57.6,
  "max_force_ev_per_a": 0.6,
  "energy_ev": -9811.818,
  "e_homo_ev": -9.757,
  "smiles": "O=CC(=O)N1CC1"
}

=====

8.
{
  "formula": "C5H12N2",
  "method": "ωB97M-V/def2-TZVPD",
  "elements": ["C", "N", "C", "C", "C", "C", "N", "H", "H", "H", "H", "H", "H", "H", "H", "H", "H", "H", "H"],
  "coordinates": [[1.54, -0.82, -1.73], [1.29, -1.52, -0.49], [1.01, -0.86, 0.68], [0.83, 0.47, 0.89], [-0.41, 1.04, 1.50], [-1.47, 1.14, 0.40], [-1.98, -0.17, -0.02], [0.77, -1.01, -2.47], [2.54, -1.06, -2.12], [1.70, 0.22, -1.46], [1.03, -2.48, -0.58], [0.65, -1.55, 1.44], [1.57, 1.18, 0.53], [-0.85, 0.40, 2.27], [-0.16, 2.00, 1.96], [-1.04, 1.69, -0.45], [-2.28, 1.84, 0.62], [-2.99, -0.12, 0.02], [-1.76, -0.38, -0.98]],
  "gap_ev": 7.9,
  "e_lumo_ha": 0.038,
  "de_lowest_kcal_mol": 55.4,
  "max_force_ev_per_a": 2.0,
  "energy_ev": -8357.732,
  "e_homo_ev": -6.906,
  "smiles": "CN/C=C/CCN"
}